74
Properties=species:S:1:pos:R:3:lowdin_charge:R:1 method="wB97M-V/def2-TZVPD" homo_energy_ev=-5.352 total_energy_ha=-4450.647735 relative_energy_kj_mol=17.2 total_charge=-1
C 6.60 -0.20 1.78 -0.106
C -0.73 3.94 -2.12 -0.142
H -5.10 3.31 0.92 0.098
H -2.19 -2.34 0.74 0.087
H -0.83 2.63 -5.67 0.112
C 4.57 0.85 2.56 -0.283
O 3.93 1.45 3.58 0.030
O -2.46 0.01 -0.72 -0.177
H 0.22 2.76 3.46 0.122
C -1.72 -4.27 1.15 -0.079
C 6.03 -0.41 0.53 -0.108
H -1.11 5.10 -5.26 0.101
Cl -5.58 0.35 -1.01 0.576
H 1.90 -5.14 -1.13 0.101
C -0.15 -1.42 -3.03 -0.186
N -0.19 0.00 -2.79 -0.073
H 0.82 -3.95 -3.03 0.112
H 1.26 -1.63 1.23 0.091
Cl -3.78 0.53 -3.28 0.644
N 0.55 -1.56 -0.69 0.056
C -0.47 0.71 -3.87 -0.584
H 6.31 0.59 3.77 0.108
N 1.92 1.64 1.98 0.021
C 5.88 0.42 2.79 -0.032
C -4.38 -0.53 -1.99 -1.483
H 4.25 -0.13 -0.65 0.114
C 4.73 0.02 0.31 -0.031
C -0.46 -3.32 3.38 -0.105
C -0.46 -4.66 3.12 -0.080
C -2.43 3.25 2.99 -0.030
C -0.12 2.49 2.46 -0.140
H 0.41 -1.67 -3.94 0.120
H 7.61 -0.52 1.98 0.094
C -1.51 2.76 2.07 -0.289
C 1.53 -4.13 -1.01 -0.074
H 2.17 -3.93 1.05 0.103
O -3.20 -2.11 -0.63 -0.043
C 1.67 -3.47 0.21 -0.068
S -1.09 -0.73 2.73 0.634
H 6.59 -0.90 -0.26 0.090
N 0.65 1.92 1.62 -0.067
N -1.70 -2.95 1.43 0.065
H 0.04 -2.92 4.25 0.098
O 2.14 0.85 -0.18 -0.126
C 2.59 1.06 0.97 -0.462
H -1.12 -6.22 1.73 0.095
C -1.11 -5.17 1.97 -0.083
C 1.17 -2.19 0.31 -0.149
H 3.01 1.66 3.23 0.060
C -0.96 4.41 -4.44 -0.067
Cl -5.16 -1.93 -2.72 0.580
Ca -0.25 0.86 -0.57 1.330
C 0.92 -3.48 -2.06 -0.026
O -0.64 0.32 -5.04 -0.037
H -2.24 -4.52 0.24 0.131
H -3.35 2.43 -0.60 0.088
H -1.16 -1.81 -3.22 0.131
H -1.05 5.92 -2.89 0.096
C -0.80 3.06 -4.68 -0.007
C 0.45 -2.17 -1.87 -0.242
C -3.20 -0.93 -1.01 -0.804
C -3.73 3.46 2.59 -0.070
C -3.11 2.69 0.42 -0.142
H -4.47 3.83 3.29 0.103
C 3.99 0.65 1.30 -0.076
C -0.93 4.87 -3.13 -0.073
C -1.09 -2.39 2.51 -0.800
C -0.61 2.20 -3.60 -0.197
H 0.04 -5.34 3.80 0.103
H -2.11 3.44 4.01 0.109
H -0.70 4.26 -1.08 0.102
N -0.57 2.64 -2.34 0.042
C -4.09 3.18 1.28 -0.061
N -1.85 2.49 0.80 0.058